(1)
Molecular formula: C34H86O16
Method: DFT, wB97M-V/def2-TZVPD

The HOMO-LUMO gap (alpha / beta) is 1.8 / 9.6 eV. The charge is -1. Its electronic energy is -69407.946 eV. The multiplicity is 2. Its HOMO energy (alpha / beta) is 0.2 / -7.5 eV.

Each line ends with the Mulliken spin population.
Cartesian coordinates (Å):
O: 0.926 -3.734 0.513  0.034
O: 6.642 -3.773 -1.266  -0.097
O: -0.587 0.065 5.023  0.000
O: 0.662 -2.621 -4.441  -1.747
O: -1.663 -4.712 1.526  -0.009
O: -4.130 -1.587 2.919  0.001
O: -1.229 -4.767 -3.653  0.004
O: 4.118 0.983 2.177  -0.008
O: 1.082 -1.492 -0.884  0.502
O: -1.334 -1.018 -5.608  -0.445
O: -4.301 -2.709 -2.987  0.063
O: 1.543 2.082 -3.233  -0.337
O: -0.007 4.777 0.273  -0.001
O: 2.458 -0.510 -3.094  -0.134
O: -3.677 4.169 -1.589  -0.014
O: -3.133 -0.463 -3.677  -0.152
C: -3.828 -2.023 1.564  -0.010
C: 3.053 0.121 1.717  -0.009
C: -2.620 1.087 4.535  -0.002
C: 4.410 -3.029 -0.960  0.059
C: 1.788 5.225 1.696  -0.002
C: 1.000 3.227 -2.467  -0.103
C: 0.747 4.189 1.284  0.009
C: 1.825 -3.944 1.553  -0.017
C: 5.770 -2.675 -1.300  0.168
C: -5.572 -0.515 1.425  -0.004
C: 2.959 0.564 4.159  -0.001
C: -0.374 -0.289 0.569  0.019
C: 0.639 3.467 -4.882  -0.162
C: -3.449 4.124 -0.243  0.004
C: -5.325 -0.777 2.932  0.002
C: 3.896 1.513 3.489  -0.001
C: -0.697 1.182 5.926  0.000
C: -1.210 -1.807 -1.362  0.174
C: -0.108 -0.776 -0.899  0.045
C: 0.820 4.297 -3.583  0.100
C: 0.968 -4.891 -0.370  0.283
C: 0.903 2.055 -4.514  0.739
C: 1.313 -6.103 0.555  -0.015
C: -1.902 -0.277 4.569  -0.002
C: 2.325 -5.394 1.478  0.010
C: -2.960 2.760 0.150  -0.016
C: -4.216 -0.799 0.785  0.032
C: 1.932 6.047 0.399  0.000
C: -1.719 2.057 5.149  0.000
C: -3.373 2.908 -2.193  -0.082
C: 0.468 6.131 -0.010  0.006
C: 2.102 0.087 2.948  0.011
C: -3.421 1.945 -1.010  0.060
C: 6.252 -1.468 -0.562  -0.014
H: -0.055 4.922 -3.404  0.009
H: -2.395 2.772 -2.654  0.046
H: 2.384 7.035 0.485  -0.001
H: -2.450 -0.996 5.179  0.000
H: -2.751 1.472 3.524  0.001
H: -4.365 4.308 0.318  0.001
H: -4.470 1.685 -0.870  0.001
H: 1.766 -4.629 -1.064  0.025
H: 3.265 -5.385 0.927  0.017
H: -1.184 2.567 4.347  0.000
H: 3.741 -2.193 -1.165  -0.097
H: -0.166 -1.138 1.221  -0.001
H: 1.049 -3.020 -5.220  0.582
H: -2.182 -1.442 -1.031  -0.036
H: 5.551 -0.636 -0.633  0.003
H: 0.475 6.471 -1.045  0.002
H: 1.895 -0.698 -2.344  0.066
H: 5.885 -2.386 -2.345  0.061
H: -2.871 1.031 -1.236  -0.001
H: 1.693 4.938 -3.704  0.017
H: -1.872 -0.643 3.543  0.001
H: -1.447 -0.189 0.729  -0.012
H: 0.012 0.084 -1.558  -0.056
H: 1.344 5.901 2.427  0.000
H: -0.466 -5.342 -3.708  0.083
H: 6.488 -1.763 0.461  0.006
H: 2.455 -5.814 2.476  -0.007
H: -0.655 -0.683 -6.193  0.029
H: -0.801 -4.633 1.118  0.005
H: 3.299 -0.882 1.369  0.017
H: 1.731 -0.932 3.058  0.001
H: 3.527 2.529 3.349  0.001
H: 1.465 3.793 -5.515  -0.068
H: -6.301 -1.210 1.009  -0.002
H: -3.621 1.016 4.961  0.001
H: -3.707 0.169 -4.111  0.034
H: 4.305 -3.413 0.055  -0.009
H: 0.127 3.794 2.088  0.006
H: 2.602 -3.190 1.432  -0.010
H: -3.529 -0.087 1.242  0.006
H: -4.185 -0.899 -0.300  -0.017
H: 1.315 0.835 2.852  -0.001
H: 7.275 -3.573 -1.959  0.002
H: -1.034 0.836 6.903  0.000
H: 4.854 1.600 4.001  0.000
H: 1.568 -6.981 -0.039  -0.045
H: 3.494 -0.245 4.656  0.000
H: -2.460 -0.662 -4.327  0.144
H: -6.145 -1.263 3.462  0.001
H: -0.348 3.530 -5.339  -0.079
H: 0.894 -2.296 -0.393  -0.013
H: 4.085 -3.752 -1.708  0.014
H: -2.178 -5.222 0.900  -0.007
H: 1.607 1.645 -5.237  0.080
H: -1.220 -1.933 -2.445  0.171
H: 0.198 0.596 0.848  0.024
H: 1.715 3.567 -1.718  0.002
H: -2.706 4.878 0.018  0.003
H: -0.068 1.560 -4.555  -0.079
H: 1.307 3.343 0.887  -0.011
H: -5.174 0.168 3.453  -0.001
H: 2.472 0.446 -3.151  -0.087
H: -0.083 6.819 0.632  -0.001
H: -2.759 -2.170 1.411  0.006
H: -1.115 -2.787 -0.894  0.011
H: -3.863 -1.860 -2.934  0.042
H: 0.029 -4.902 -0.923  -0.049
H: 7.153 -1.090 -1.045  -0.018
H: -5.925 0.469 1.117  0.000
H: -4.111 2.687 -2.963  0.011
H: 1.401 -2.214 -3.988  0.528
H: -3.308 2.573 1.166  -0.001
H: 2.693 4.852 2.176  0.002
H: -1.872 2.702 0.122  -0.001
H: 2.431 5.370 -0.295  0.004
H: 0.441 -6.367 1.154  0.011
H: 2.479 0.562 0.901  0.018
H: 0.092 2.895 -1.965  0.000
H: 0.295 1.606 6.085  0.000
H: 1.277 -3.833 2.489  0.007
H: -0.946 -3.953 -4.070  0.195
H: -4.265 -2.965 1.232  0.001
H: 2.373 1.131 4.881  0.000
H: -2.268 2.816 5.706  0.000
H: -0.863 -1.575 -4.988  0.476
H: -4.089 -3.035 -3.861  -0.003

(2)
Molecular formula: C34H88CrF6N4O14
Method: DFT, wB97M-V/def2-TZVPD

The HOMO-LUMO gap (alpha / beta) is 5.7 / 7.4 eV. The charge is +1. Its electronic energy is -116025.689 eV. The multiplicity is 4. Its HOMO energy (alpha / beta) is -10.9 / -10.9 eV.

Each line ends with the Mulliken spin population.
Cartesian coordinates (Å):
Cr: 2.198 -2.306 1.290  3.069
F: 5.229 -3.745 -3.328  -0.001
F: 4.150 -5.162 -2.040  0.000
F: 5.791 -4.058 -1.278  0.000
F: -2.026 0.473 0.566  -0.002
F: -0.901 2.174 -0.177  0.000
F: -0.514 1.449 1.808  0.000
O: -4.830 -2.706 0.315  0.000
O: 0.814 -0.981 0.544  0.021
O: 2.575 4.768 2.447  0.000
O: -5.275 0.725 -2.222  0.000
O: 0.576 2.271 -6.892  0.000
O: -2.465 1.095 5.946  0.000
O: 3.764 -2.392 -0.191  -0.060
O: 5.580 0.735 1.850  0.001
O: 1.107 -3.886 0.436  0.008
O: 1.202 -2.562 3.095  -0.024
O: -1.125 3.243 -5.064  0.000
O: 1.465 1.012 -0.299  0.022
O: 2.480 -2.905 -1.898  0.004
O: 3.650 5.350 -5.469  0.000
N: -1.512 -4.290 -0.015  0.001
N: 3.518 -1.048 2.460  -0.061
N: -6.819 -1.049 -5.130  0.000
N: -3.656 0.620 9.319  0.000
C: 3.159 1.797 -1.686  -0.002
C: 4.722 1.083 2.924  -0.001
C: 4.744 -3.985 -2.091  -0.006
C: 3.563 5.051 -3.143  0.000
C: 2.194 -2.938 -3.264  -0.001
C: -2.694 0.483 8.224  0.000
C: 0.283 0.195 -0.062  0.009
C: -2.386 -2.368 -1.143  0.000
C: -4.694 -1.661 1.279  0.000
C: -2.414 -3.167 0.161  0.000
C: 1.875 1.030 -1.665  -0.003
C: 3.323 0.408 2.674  0.000
C: -2.915 1.216 4.617  0.000
C: -1.961 -0.893 8.499  0.000
C: -6.334 -1.939 -2.828  0.000
C: 2.674 4.194 1.152  0.000
C: 2.337 0.779 3.761  -0.011
C: 1.009 1.059 -6.322  0.000
C: 2.044 1.371 -5.292  0.000
C: 0.708 -3.277 -3.443  0.001
C: 1.534 -5.206 0.064  0.000
C: -5.474 0.340 -3.578  0.000
C: -3.403 0.622 6.859  0.000
C: 6.792 1.439 1.839  0.000
C: -3.821 -3.738 0.415  0.000
C: 1.357 4.437 0.507  0.000
C: -6.632 -0.692 -3.691  0.000
C: -0.823 1.058 0.567  -0.006
C: -1.135 3.084 -3.656  0.000
C: -0.049 -3.200 3.430  -0.002
C: -4.055 1.298 -1.822  0.000
C: 3.551 6.051 -4.250  0.000
C: 3.882 -2.755 -1.532  0.001
C: -1.080 -2.126 3.557  0.003
H: -0.166 -0.169 -0.987  0.008
H: -6.975 -0.176 -5.615  0.000
H: -4.039 -4.465 -0.367  0.000
H: 2.204 1.858 3.845  0.000
H: 1.093 5.488 0.383  0.000
H: 5.015 0.774 3.927  0.000
H: 4.516 2.153 2.925  0.000
H: 7.448 1.083 2.634  0.000
H: 2.895 1.982 -5.592  0.000
H: -0.982 -1.422 2.730  -0.003
H: 3.073 2.832 -1.356  0.000
H: -2.981 -1.461 -1.039  0.000
H: -3.173 0.669 -1.940  0.000
H: -3.823 1.604 9.469  0.000
H: -2.078 1.383 8.211  0.000
H: 1.664 1.940 -4.443  0.000
H: 1.391 -2.155 3.944  0.006
H: -5.675 -1.196 1.379  0.000
H: -1.642 -0.945 9.540  0.000
H: -0.009 2.729 -6.285  0.000
H: 1.130 1.526 -2.287  0.001
H: 0.172 -3.925 0.222  -0.004
H: 4.416 -1.044 1.997  0.011
H: -3.822 -0.361 6.642  0.000
H: -5.943 -1.373 -5.513  0.000
H: -3.498 0.374 4.244  0.000
H: 0.113 -2.447 -3.062  0.000
H: 3.413 4.813 0.641  0.000
H: 1.398 4.078 -0.521  0.000
H: -3.538 2.098 4.474  0.000
H: -7.483 -0.130 -3.307  0.000
H: -5.281 -2.219 -2.810  0.000
H: -1.522 -4.984 0.719  0.000
H: 0.399 -3.528 -4.458  0.000
H: 2.607 -5.343 0.201  -0.002
H: 4.007 1.438 -1.103  -0.001
H: -1.671 -4.755 -0.897  0.000
H: 2.368 5.692 2.285  0.000
H: 0.579 3.903 1.053  0.000
H: -4.478 -1.958 2.306  0.000
H: -3.862 -4.287 1.355  0.000
H: -2.530 -1.817 8.397  0.000
H: 2.591 4.557 -3.109  0.000
H: 3.039 3.170 1.077  0.000
H: -0.952 -1.499 4.439  -0.002
H: 2.950 0.886 1.768  0.012
H: -4.269 1.281 6.909  0.000
H: -0.059 -3.718 4.389  0.002
H: 2.387 0.451 -4.818  0.000
H: -4.048 -0.826 1.009  0.000
H: 3.722 5.509 -2.167  0.000
H: -3.846 2.225 -2.356  0.000
H: -0.380 -3.859 2.627  -0.005
H: -2.010 -2.539 0.956  -0.006
H: -1.950 3.641 -5.351  0.000
H: 4.369 4.318 -3.159  0.000
H: 3.724 -1.431 3.372  0.010
H: -3.257 0.323 10.198  0.000
H: 7.316 1.256 0.901  0.000
H: -6.522 -1.681 -1.785  0.000
H: 0.158 0.491 -5.946  0.000
H: 1.151 -5.968 0.743  0.000
H: -4.584 -0.028 -4.086  0.000
H: 1.616 0.541 -7.065  0.000
H: -0.405 3.732 -3.171  0.000
H: -2.670 -2.885 -2.060  0.000
H: -5.698 1.170 -4.248  0.000
H: -2.098 -2.516 3.549  0.000
H: 1.250 -5.411 -0.968  0.002
H: 2.748 -3.644 -3.883  0.000
H: 2.080 0.077 -2.153  -0.002
H: 0.495 -4.149 -2.825  0.000
H: 6.568 2.502 1.929  0.000
H: 2.376 -1.974 -3.740  -0.001
H: -2.061 3.432 -3.199  0.000
H: -4.156 1.574 -0.772  0.000
H: 4.551 5.024 -5.425  0.000
H: 2.612 0.591 4.798  0.000
H: -1.006 2.039 -3.376  0.000
H: -6.918 -2.793 -3.172  0.000
H: -1.045 -0.910 7.907  0.000
H: 1.345 0.356 3.601  0.006
H: 2.602 6.587 -4.215  0.000
H: 4.256 -1.869 -2.045  0.003
H: -2.009 1.398 4.039  0.000
H: 4.340 6.790 -4.115  0.000
H: -1.333 -2.159 -1.334  -0.001
H: 3.444 1.808 -2.738  0.000

(3)
Molecular formula: C34H88N6O11
Method: DFT, wB97M-V/def2-TZVPD

The HOMO-LUMO gap is 8.9 eV. The charge is 0. The calculation puts the relative energy (zero: lowest compared OMol25 entry of this formula, charge and spin) at 128.2 kcal/mol. Its electronic energy is -68139.609 eV. Its HOMO energy is -8.2 eV.

Each line ends with the Mulliken charge.
Cartesian coordinates (Å):
O: -3.475 11.582 -2.698  0.140
O: -3.304 3.652 3.936  -0.499
O: -0.400 3.645 -1.555  -0.499
O: -0.438 7.534 -3.074  0.154
O: -2.541 11.866 1.767  -0.451
O: 0.729 6.071 4.955  -0.524
O: -3.675 7.402 -1.880  -0.531
O: 3.714 11.111 3.185  -0.309
O: 1.419 1.224 1.665  -0.215
O: -7.808 7.660 -3.749  -0.329
O: -6.793 6.757 1.566  -0.326
N: 0.492 3.001 4.641  0.045
N: -3.761 6.975 0.744  -0.015
N: -7.951 6.810 -1.085  0.036
N: -0.843 10.268 -3.355  -0.194
N: -2.323 3.998 7.499  -0.682
N: 0.851 10.688 2.536  -0.045
C: 1.607 10.381 3.790  -0.746
C: -1.195 11.550 1.485  0.114
C: -8.590 7.086 0.160  -1.049
C: 1.744 5.117 4.794  -0.438
C: -3.275 3.640 6.341  0.328
C: -3.375 11.691 0.681  -0.253
C: -8.865 6.368 -2.113  -0.780
C: -0.378 5.927 4.102  0.801
C: -7.648 7.685 1.142  -0.306
C: 1.783 1.738 2.915  -0.745
C: 0.703 2.731 3.246  -0.265
C: -0.610 6.305 -3.735  -0.913
C: 1.453 3.759 5.367  -0.967
C: 0.445 9.641 -3.008  -0.490
C: -4.454 7.839 -2.916  -0.422
C: -1.063 11.558 -2.775  -0.123
C: -0.476 11.208 2.790  -1.064
C: 0.696 3.497 -0.626  0.323
C: -3.234 8.460 -1.108  1.195
C: -4.633 12.263 -3.019  -0.959
C: -2.715 7.894 0.189  0.157
C: 5.107 10.912 3.106  -0.736
C: -4.625 4.358 6.437  -1.369
C: 0.526 8.314 -3.693  -0.810
C: -3.034 4.460 2.779  -0.301
C: -8.108 6.308 -3.368  -0.446
C: 2.252 0.198 1.221  -0.855
C: 3.006 10.018 3.518  -0.456
C: -2.537 4.021 5.092  -0.105
C: 1.641 4.649 -0.855  -0.981
C: -1.530 7.015 0.043  -0.963
C: -7.188 7.723 -4.984  -0.857
C: -6.392 6.914 2.905  -0.601
C: -2.333 12.144 -3.331  -1.047
H: 1.844 0.912 3.639  0.426
H: -3.847 4.219 2.105  0.520
H: -0.678 12.438 1.065  0.300
H: 2.658 5.518 5.261  0.381
H: -3.978 10.796 0.524  0.056
H: 1.384 11.434 2.069  0.219
H: -6.329 7.034 -5.063  0.347
H: 0.211 3.548 0.354  -0.172
H: -5.045 4.393 7.443  0.387
H: -4.717 7.153 0.416  -0.163
H: 2.797 2.145 2.775  0.316
H: -4.525 5.431 6.162  0.249
H: -2.020 4.249 2.410  -0.188
H: -2.344 13.235 -3.097  0.542
H: -1.569 3.488 5.083  -0.406
H: 1.517 7.867 -3.542  0.454
H: 2.403 3.183 5.440  0.382
H: -7.536 7.656 -1.490  0.056
H: -8.944 6.155 0.636  0.361
H: -4.092 12.530 0.735  0.448
H: -2.493 9.077 -1.625  -1.633
H: -1.152 3.153 -1.217  0.299
H: -8.239 8.090 1.973  0.592
H: -8.704 5.858 -4.190  0.494
H: 3.414 9.568 4.456  0.387
H: -9.499 7.719 0.070  0.425
H: -3.417 2.554 6.402  0.417
H: 1.150 3.905 6.405  0.388
H: -1.093 10.488 3.341  0.342
H: 5.448 10.306 3.965  0.309
H: -9.720 7.061 -2.214  0.336
H: -0.930 6.462 -4.777  0.376
H: -0.264 2.360 2.891  0.347
H: -1.281 6.633 1.037  -0.036
H: 2.043 4.560 -1.868  0.324
H: 1.174 5.620 -0.729  0.039
H: 5.578 11.883 3.157  0.243
H: -1.602 9.669 -3.043  -0.180
H: -0.949 6.852 4.095  0.411
H: -4.667 6.956 -3.509  0.244
H: -0.052 2.355 5.160  0.468
H: -1.158 11.489 -1.676  -0.237
H: 1.156 2.526 -0.785  0.289
H: -4.957 12.096 -4.041  0.265
H: 2.449 -0.522 2.012  0.346
H: -2.393 12.051 -4.421  0.420
H: -2.257 5.020 7.564  0.231
H: -1.031 5.121 4.452  -0.677
H: -2.360 5.115 5.151  0.393
H: 1.732 -0.248 0.380  0.245
H: -0.471 12.119 3.426  0.362
H: -5.373 11.868 -2.315  0.239
H: -1.345 5.683 -3.236  0.131
H: -7.107 8.523 0.669  0.128
H: 1.535 11.208 4.543  0.301
H: 2.100 5.104 3.735  0.217
H: -0.042 5.689 3.084  0.106
H: -3.933 8.584 -3.532  0.288
H: -4.529 13.316 -2.729  0.372
H: 3.054 9.173 2.809  0.314
H: -3.587 6.079 0.273  0.248
H: -2.590 8.558 1.042  0.233
H: 1.126 9.554 4.331  0.367
H: -7.217 6.718 3.601  0.405
H: -6.776 8.723 -5.110  0.236
H: -5.385 8.278 -2.537  0.133
H: -6.113 7.983 3.004  0.368
H: -3.097 5.527 3.021  0.167
H: 1.220 10.379 -3.249  0.557
H: -5.400 4.008 5.735  0.307
H: 0.330 5.728 -3.729  0.259
H: -0.691 7.533 -0.411  0.216
H: -7.895 7.488 -5.791  0.347
H: -7.211 5.676 -3.260  0.246
H: -9.263 5.388 -1.835  0.406
H: 2.470 4.563 -0.142  0.398
H: -2.689 3.699 8.392  0.266
H: 0.591 9.425 -1.919  0.073
H: 5.371 10.399 2.173  0.285
H: -2.870 11.931 -0.260  0.033
H: 3.181 0.641 0.834  0.317
H: 0.888 3.646 2.681  -0.286
H: -0.251 12.261 -2.955  0.590
H: -4.108 9.103 -0.892  0.721
H: -1.791 6.127 -0.537  0.271
H: 0.294 8.480 -4.754  0.377
H: -5.488 6.375 3.153  -0.090
H: -1.080 10.744 0.755  0.078